1.
Below is a molecular structure, C35H46FeN4O7PS2Si2 at a distorted geometry, with properties calculated with ωB97M-V with the def2-TZVPD basis set.

```
! RIJCOSX wB97M-V def2-TZVPD def2/J DEFGRID3
* xyz 0 6
Fe 0.0143 0.1876 0.9512
O 0.2267 -0.2435 3.0560
N 1.3955 -0.6467 3.5655
C 1.4002 -0.9428 4.8872
C 2.5201 -1.3886 5.5207
C 3.6946 -1.5229 4.7638
C 3.6841 -1.1846 3.4419
C 2.5178 -0.7077 2.7932
S 2.5048 -0.2125 1.1787
H 0.4544 -0.7677 5.3777
H 2.4852 -1.6146 6.5755
H 4.6047 -1.8817 5.2252
H 4.5724 -1.2625 2.8323
C 2.3445 2.7643 -0.7045
Si 0.7080 3.2659 0.0148
C -0.7595 3.1160 -1.1301
C 0.7986 5.0734 0.5110
N 0.3049 2.1933 1.3775
C 0.4348 2.6338 2.6774
C -0.5778 2.3836 3.6215
C -0.4552 2.8272 4.9250
C 0.6930 3.4910 5.3426
C 1.7148 3.7242 4.4309
C 1.5820 3.3208 3.1146
H 2.5722 3.3624 -1.5909
H 2.3495 1.7155 -0.9904
H 3.1378 2.9156 0.0316
H -0.5718 3.6190 -2.0812
H -1.6322 3.5804 -0.6634
H -0.9787 2.0677 -1.3248
H 0.7415 5.6550 -0.4145
H 1.7230 5.3534 1.0156
H -0.0392 5.3750 1.1430
H -1.4598 1.8544 3.2907
H -1.2596 2.6479 5.6286
H 0.7906 3.8230 6.3681
H 2.6197 4.2275 4.7471
H 2.3917 3.4843 2.4148
N -1.7122 -2.0716 3.5013
C -1.5636 -3.4574 2.9801
P -0.7431 -3.4932 1.3215
O 0.1010 -4.7039 1.2959
O -0.2459 -2.0849 1.1199
C -2.0470 -3.6633 0.0038
N -2.0033 -2.4687 -0.8843
H -0.8869 -1.4513 3.2513
H -1.8170 -2.0678 4.5121
H -2.5633 -1.6255 3.0864
H -2.5390 -3.9428 2.9736
H -0.9027 -4.0176 3.6396
H -3.0571 -3.7854 0.3914
H -1.7792 -4.5412 -0.5803
H -2.7190 -1.7474 -0.6448
H -2.1038 -2.6887 -1.8758
H -1.1033 -1.9744 -0.7503
O 0.0249 -0.0184 -0.9780
Si 0.2565 -0.4160 -2.5228
C 1.4181 -1.8830 -2.6912
C 1.8821 -2.3127 -3.9407
C 2.6807 -3.4391 -4.0620
C 3.0323 -4.1660 -2.9296
C 2.6000 -3.7490 -1.6809
C 1.8107 -2.6094 -1.5660
C 0.9408 0.9570 -3.6095
C 2.3190 1.0787 -3.8082
C 2.8488 2.1014 -4.5814
C 2.0043 3.0296 -5.1749
C 0.6315 2.9213 -5.0019
C 0.1099 1.8894 -4.2331
C -1.4028 -0.9378 -3.2849
C -1.5210 -2.0525 -4.1249
C -2.7547 -2.4651 -4.6147
C -3.9059 -1.7659 -4.2770
C -3.8134 -0.6556 -3.4503
C -2.5775 -0.2518 -2.9628
H 1.6229 -1.7515 -4.8336
H 3.0311 -3.7521 -5.0380
H 3.6504 -5.0502 -3.0245
H 2.8668 -4.3025 -0.7894
H 1.5166 -2.2714 -0.5806
H 2.9913 0.3628 -3.3473
H 3.9204 2.1765 -4.7189
H 2.4143 3.8302 -5.7781
H -0.0330 3.6348 -5.4737
H -0.9665 1.8078 -4.1242
H -0.6377 -2.6224 -4.3884
H -2.8157 -3.3340 -5.2585
H -4.8691 -2.0875 -4.6526
H -4.7065 -0.1123 -3.1683
H -2.5382 0.5916 -2.2851
C -4.4584 1.3765 1.6128
S -3.4756 -0.0544 1.3078
O -3.6713 -0.3918 -0.0952
O -3.9534 -1.1059 2.2155
O -2.0982 0.3408 1.6407
H -5.4799 1.1584 1.3118
H -4.0473 2.1924 1.0226
H -4.4095 1.6078 2.6740
*
```

Summary:
⟨S²⟩: 8.775
HOMO energy (spin up / spin down) (hartree): -0.2807 / -0.2659
Frontier orbital gap (spin up / spin down) (Ha): 0.2844 / 0.2276
Lowest unoccupied orbital energy (spin up / spin down) (eV): 0.10 / -1.04

---

2.
Below is 2 unconnected molecules or ions with the total composition C4H11N3O2 at a distorted geometry, with properties calculated with ωB97M-V with the def2-TZVPD basis set.

```
! RIJCOSX wB97M-V def2-TZVPD def2/J DEFGRID3
* xyz 0 1
C -0.6762 2.8730 -1.6506
N -0.2935 1.7821 -0.8185
C 0.3918 0.8209 -1.2936
N 0.9951 -0.0749 -0.3456
N 0.8689 0.7380 -2.5887
H -1.6697 3.1951 -1.3286
H -0.6432 2.7048 -2.7216
H -0.0709 3.8443 -1.5455
H 1.9991 0.0077 -0.3940
H 0.6710 -0.2715 0.5903
H 1.7720 0.5216 -2.9693
H 0.1619 0.2154 -3.0990
C -0.1790 -2.9139 2.0384
C -0.3582 -1.7003 2.8381
O -0.2621 -1.5168 4.0044
O -0.8445 -0.6874 1.9665
H 0.8551 -3.0953 1.7343
H -0.6385 -2.7744 1.0606
H -0.7702 -3.7918 2.3233
H -1.3089 0.1235 2.1988
*
```

Summary:
HOMO energy (hartree): -0.3179
Frontier orbital gap (Ha): 0.3443
Lowest unoccupied orbital energy (eV): 0.72
SMILES string: CN=C(N)N.CC(=O)O

---

3.
Below is 6 unconnected molecules or ions with the total composition CH14O5, with properties calculated with ωB97M-V with the def2-TZVPD basis set.

```
! RIJCOSX wB97M-V def2-TZVPD def2/J DEFGRID3
* xyz 0 1
C -3.0642 -1.5450 1.1445
H -2.7462 -1.6926 0.1156
H -3.7205 -0.6770 1.1705
H -2.1831 -1.4253 1.7693
H -3.6844 -2.3926 1.4459
O -0.8884 1.6090 1.0755
H 0.0345 1.5316 1.3518
H -1.2236 0.7080 1.1519
O 2.3251 -0.8913 0.4380
H 2.2208 -1.3268 1.2939
H 1.7756 -1.4147 -0.1615
O -1.8788 0.5673 -1.7039
H -1.7331 0.8532 -0.7980
H -2.1325 1.3342 -2.2182
O 1.0596 -1.6240 -2.1085
H 1.3718 -2.2730 -2.7477
H 1.6508 -0.8692 -2.2113
O 2.1729 1.9767 1.1167
H 2.5204 1.2661 0.5637
H 2.8106 2.1201 1.8258
*
```

Summary:
HOMO energy (hartree): -0.4005
Frontier orbital gap (Ha): 0.4159
Lowest unoccupied orbital energy (eV): 0.42
SMILES string: C.O.O.O.O.O

---

4.
Below is 6 unconnected molecules or ions with the total composition C25H49F3N8O5S at a distorted geometry, with properties calculated with ωB97M-V with the def2-TZVPD basis set.

```
! RIJCOSX wB97M-V def2-TZVPD def2/J DEFGRID3
* xyz 5 2
C 2.9950 3.2495 -2.0264
C 2.7762 3.7926 -0.5492
O 3.5915 3.7795 0.3163
N 1.5196 4.6556 -0.2240
H 1.6145 5.3767 0.4769
H 1.1789 5.1226 -1.0522
C 0.4906 3.7319 0.3643
H 2.5458 2.2568 -1.9949
H 4.0705 3.2261 -2.2022
H 2.5366 3.9096 -2.7628
H -0.3194 4.3950 0.6680
H 0.8228 3.2231 1.2692
H 0.0117 3.0888 -0.3741
C -4.6950 1.1459 2.2017
C -4.8051 0.6065 3.6381
O -3.8747 0.7533 4.4318
N -6.0283 -0.1860 4.0819
H -6.4698 -0.6822 3.3210
H -5.8705 -0.9494 4.7242
C -7.0458 0.6564 4.8128
H -5.1219 0.4164 1.5134
H -3.6694 1.3362 1.8856
H -5.1994 2.1094 2.1286
H -7.8849 0.0330 5.1215
H -7.4866 1.4278 4.1813
H -6.5425 1.0744 5.6847
C -1.8891 -1.4729 5.7812
C -2.4147 -2.8898 5.8308
N -3.1977 -3.1010 4.6331
C -4.5035 -3.5534 4.5197
C -4.7631 -3.6806 3.1455
N -3.6540 -3.3916 2.4325
C -2.7608 -2.8756 3.3490
C -3.4800 -3.3468 0.9935
H -1.4826 -1.1844 6.7506
H -2.7032 -0.7483 5.7618
H -1.1237 -1.2422 5.0402
H -2.9769 -3.0053 6.7575
H -1.6150 -3.6300 5.8554
H -5.1565 -3.7817 5.3491
H -5.6481 -3.9345 2.5808
H -1.9268 -2.2387 3.0938
H -3.9310 -4.2545 0.5924
H -2.4405 -3.3504 0.6659
H -4.0022 -2.4623 0.6286
C 6.9969 5.0215 -3.2288
C 7.6230 3.6616 -3.6340
N 7.0698 2.6888 -2.7396
C 7.3556 2.7067 -1.3109
C 6.6398 1.6697 -0.7402
N 5.9863 0.9577 -1.7152
C 6.2380 1.6167 -2.9489
C 5.2019 -0.2372 -1.6106
H 7.0871 5.2266 -2.1621
H 5.9147 5.0445 -3.3570
H 7.5135 5.7760 -3.8221
H 8.7094 3.6694 -3.5452
H 7.3945 3.5106 -4.6890
H 7.9698 3.4547 -0.8317
H 6.6018 1.3434 0.2886
H 5.9368 1.2975 -3.9357
H 4.3564 -0.1071 -0.9351
H 5.8144 -1.0155 -1.1553
H 4.8889 -0.5904 -2.5931
C 2.0991 -2.7715 -3.9299
C 0.8916 -2.0790 -4.5883
N -0.4086 -2.5257 -4.1107
C -0.9147 -3.7759 -4.2917
C -2.1731 -3.8232 -3.7399
N -2.3994 -2.6546 -3.0871
C -1.3118 -1.7943 -3.3743
C -3.6605 -2.1691 -2.5454
H 1.9380 -3.8462 -4.0140
H 2.2091 -2.3544 -2.9289
H 3.0667 -2.6330 -4.4124
H 1.0354 -2.3521 -5.6337
H 0.9473 -0.9904 -4.5860
H -0.4352 -4.4935 -4.9410
H -2.9462 -4.5741 -3.8087
H -1.3464 -0.7458 -3.1178
H -4.1454 -2.9545 -1.9657
H -4.2482 -1.7344 -3.3540
H -3.4826 -1.3278 -1.8756
C 0.7956 0.1150 -0.3703
F 0.5676 0.9162 -1.4185
F 1.0981 -1.0543 -0.8490
F 1.8409 0.5975 0.3505
S -0.7352 -0.0044 0.7998
O -0.3392 -0.9067 1.8565
O -0.9590 1.3784 1.2920
O -1.7533 -0.5427 -0.0866
*
```

Summary:
⟨S²⟩: 0.766
HOMO energy (spin up / spin down) (hartree): -0.7419 / -0.7419
Frontier orbital gap (spin up / spin down) (Ha): 0.3235 / 0.1023
Lowest unoccupied orbital energy (spin up / spin down) (eV): -11.38 / -17.41

---

5.
Below is a single C2P2 molecule at a distorted geometry, with properties calculated with ωB97M-V with the def2-TZVPD basis set.

```
! RIJCOSX wB97M-V def2-TZVPD def2/J DEFGRID3
* xyz 0 1
P 2.3815 -0.0891 0.0667
C 0.8486 0.1164 -0.0918
C -0.7215 0.0471 -0.0337
P -2.5086 -0.0743 0.0588
*
```

Summary:
HOMO energy (spin up / spin down) (hartree): -0.3325 / -0.3323
Frontier orbital gap (spin up / spin down) (Ha): 0.2853 / 0.2850
Lowest unoccupied orbital energy (spin up / spin down) (eV): -1.28 / -1.29
SMILES string: P#CC#P

---

6.
Below is a molecular structure, C4H11AsN5ReS4 at a distorted geometry, with properties calculated with ωB97M-V with the def2-TZVPD basis set.

```
! RIJCOSX wB97M-V def2-TZVPD def2/J DEFGRID3
* xyz 1 2
Re -2.0520 0.0076 -1.0266
C 2.7109 -0.7703 -1.7060
N 2.2436 -0.6130 -0.3400
C 3.2449 -0.1679 0.6141
C 0.9178 -0.4998 -0.1107
N 0.0294 -0.3751 -1.0569
N 0.5128 -0.5610 1.2149
C -0.7644 -0.5744 1.7191
N -0.8513 -0.7474 3.0499
N -1.8181 -0.4203 0.9687
H 3.7002 -1.2203 -1.6810
H 2.7796 0.1825 -2.2365
H 2.0590 -1.4481 -2.2533
H 4.2235 -0.4769 0.2522
H 3.1238 -0.6027 1.6067
H 3.2449 0.9220 0.7014
H 0.4364 -0.2706 -1.9841
H 1.2547 -0.6571 1.8959
H -0.0402 -0.7946 3.6420
H -1.7466 -0.7615 3.5110
H -2.6984 -0.4270 1.4910
S -5.2001 3.1968 -3.2565
As -4.2639 2.1730 -1.6901
S -4.1904 -0.1193 -1.7780
S -1.9163 2.1773 -1.7331
S -4.9393 2.8481 0.1848
*
```

Summary:
⟨S²⟩: 0.923
HOMO energy (spin up / spin down) (hartree): -0.4010 / -0.3930
Frontier orbital gap (spin up / spin down) (Ha): 0.2435 / 0.1929
Lowest unoccupied orbital energy (spin up / spin down) (eV): -4.29 / -5.45

---

7.
Below is 2 unconnected molecules or ions with the total composition C23H34F2N5O4S2Si at a distorted geometry, with properties calculated with ωB97M-V with the def2-TZVPD basis set.

```
! RIJCOSX wB97M-V def2-TZVPD def2/J DEFGRID3
* xyz 1 1
C 3.3232 -2.8074 0.4507
C 2.3244 -1.6290 0.1456
C 0.8230 -2.0375 0.2291
O 0.5477 -3.3773 -0.2476
C -0.7879 -3.7000 -0.2110
O -1.0964 -4.7746 -0.6378
C -1.9241 -2.7498 0.3114
S -3.4060 -3.6976 0.8995
N -4.7481 -3.3519 -0.1447
N -4.9714 -4.1534 -1.1509
N -6.0549 -3.7237 -1.7887
C -6.4936 -2.6114 -1.1025
N -5.6389 -2.3583 -0.0332
C -5.7949 -1.2719 0.9557
F -6.2370 -1.7414 2.1629
F -6.7941 -0.4638 0.4345
C -4.5512 -0.3535 1.1760
C -4.3112 0.5154 -0.1152
Si -2.6496 1.5085 -0.1071
C -1.4902 1.0134 1.3324
C -2.9811 3.3743 0.1010
C -1.8249 1.0964 -1.7894
C -0.4006 0.8542 -1.9595
C 0.1177 0.5053 -3.2805
C -0.7946 0.4014 -4.4038
C -2.2186 0.6624 -4.2435
C -2.7513 1.0042 -2.9377
O 2.6346 -0.9134 -1.0898
C 3.3306 0.2627 -0.8138
O 2.8353 1.2331 -0.3077
C 4.8597 0.3462 -1.2364
S 5.4838 -1.2873 -1.8282
H 3.5363 -3.3989 -0.4667
H 2.8501 -3.4261 1.2622
H 4.2394 -2.3387 0.8982
H 2.4846 -0.8678 0.9633
H 0.2217 -1.3209 -0.3838
H 0.4665 -1.9530 1.2955
H -1.6257 -2.1086 1.1867
H -2.1817 -2.0338 -0.5186
H -7.3883 -1.9944 -1.3234
H -4.8354 0.3544 2.0055
H -3.6581 -0.9073 1.5420
H -5.1378 1.2443 -0.3260
H -4.2945 -0.1915 -0.9980
H -1.0689 1.9153 1.8602
H -0.6044 0.4340 0.9647
H -1.9810 0.3985 2.1311
H -2.0394 3.9848 0.0821
H -3.4251 3.5346 1.1269
H -3.7212 3.7868 -0.6272
H 0.2825 0.9187 -1.0875
H 1.1938 0.2835 -3.4314
H -0.4487 0.1120 -5.4246
H -2.9510 0.5831 -5.0820
H -3.8401 1.1918 -2.8027
H 5.4862 0.6457 -0.3483
H 4.9959 1.1005 -2.0488
H 6.0751 -1.8336 -0.7093
C 6.4802 3.8447 3.4793
C 5.2325 3.6305 2.6291
C 5.0103 2.1618 2.2554
C 6.1620 1.6564 1.4657
N 7.0534 1.2653 0.8548
H 7.3868 3.5568 2.9430
H 6.5820 4.8980 3.7451
H 6.4291 3.2645 4.4042
H 5.3132 4.2341 1.7213
H 4.3603 3.9924 3.1788
H 4.1009 2.0580 1.6596
H 4.8993 1.5499 3.1536
*
```

Summary:
HOMO energy (hartree): -0.3975
Frontier orbital gap (Ha): 0.2123
Lowest unoccupied orbital energy (eV): -5.04

---

Number 1: energy -138443.5083 eV. Number 2: energy -12890.3976 eV. Number 3: energy -11501.7993 eV. Number 4: energy -67811.3134 eV. Number 5: energy -20646.3440 eV. Number 6: energy -118080.6493 eV. Number 7: energy -75015.1780 eV.